The following is a DFT calculation (wB97M-V/def2-TZVPD) of a molecular structure, C45H87N7O20Ti in a non-equilibrium geometry.

Summary:
- Gap between HOMO and LUMO (alpha / beta): 0.1068 / 0.2263 Ha
- Spin multiplicity: 4
- Net charge: -1

```
160
Properties=species:S:1:pos:R:3:forces:R:3
Ti -14.60997 -8.54375 6.95072 0.790 0.231 0.270
C -15.85935 -10.56113 3.24221 -0.266 0.896 -0.240
C -15.48430 -9.85272 4.53860 1.512 -3.460 0.194
O -15.99291 -10.36805 5.54464 -0.662 1.281 1.185
O -14.47480 -9.08925 4.56309 -0.883 1.516 0.164
H -16.42849 -9.74994 2.78817 -0.179 -0.396 -1.139
H -16.46754 -11.45363 3.38938 -0.235 0.366 0.306
H -15.00695 -10.88288 2.64389 0.156 0.597 -0.042
C -10.14043 -7.74014 7.50939 -0.508 0.445 -0.173
C -11.40046 -8.03194 8.34595 -0.977 -0.135 -0.387
O -12.59813 -7.57876 7.82368 -1.130 -0.306 -1.075
H -9.22534 -7.77947 8.10030 0.079 -0.094 0.084
H -10.24352 -6.73814 7.09289 0.089 0.257 0.128
H -10.03342 -8.38936 6.64039 -0.098 -0.303 0.052
H -11.30423 -7.59447 9.33966 0.556 0.113 0.481
H -11.47580 -9.11191 8.47280 0.378 -0.656 0.342
C -19.32704 -9.12462 7.93142 -0.918 -0.101 0.576
C -19.97568 -9.39612 6.53673 1.517 0.933 2.498
O -21.03874 -9.91097 6.37721 -2.231 -1.316 -0.403
N -19.18990 -8.90992 5.59931 1.703 1.071 -1.148
C -19.36140 -9.00064 4.16399 -0.690 0.319 0.427
H -18.90714 -8.12275 8.02105 0.232 -0.084 -0.377
H -18.56463 -9.83544 8.25012 0.161 -0.059 -0.516
H -20.07126 -9.16389 8.72684 -0.361 -0.169 -0.231
H -18.34235 -8.54386 6.00890 0.467 0.050 -0.667
H -18.57895 -9.60296 3.70237 -0.345 -0.310 -0.013
H -19.37456 -8.03220 3.66392 0.360 0.305 0.265
H -20.39263 -9.33147 4.04068 0.245 -0.730 -0.339
C -13.01885 -6.05895 5.10268 -1.451 2.180 -0.452
C -13.29593 -5.59340 3.67824 0.836 2.041 -1.133
O -13.04050 -4.39162 3.27410 -0.798 -3.875 1.009
N -13.83310 -6.56429 2.88866 1.508 1.908 0.448
C -13.96610 -6.38703 1.44406 -1.585 -0.994 1.337
H -13.87806 -6.58797 5.51498 0.509 -1.089 -0.342
H -13.24728 -5.11941 5.60585 1.174 0.210 0.655
H -12.01458 -6.45409 5.25569 -0.450 -0.044 0.229
H -14.13078 -7.38479 3.39686 0.114 -0.491 -0.378
H -13.97999 -5.32637 1.19325 0.309 -0.235 0.024
H -14.97054 -6.80317 1.36640 -0.191 0.092 -1.373
H -13.27228 -7.01499 0.88515 0.156 0.318 -0.076
C -13.95394 -10.73500 -0.26558 -0.583 -0.157 1.420
C -12.91553 -10.24612 -1.27220 -1.597 -1.583 2.752
O -12.13541 -9.52491 -0.78322 3.804 3.313 0.946
N -12.77051 -10.83922 -2.43962 -2.715 -1.400 -1.533
C -11.80487 -10.55133 -3.40353 2.121 -0.096 -2.004
H -13.75394 -11.72234 0.15068 -0.068 -0.675 -1.032
H -15.03294 -10.59601 -0.33308 0.071 0.006 -0.734
H -13.66515 -10.21970 0.65049 -0.240 0.743 -0.208
H -13.72046 -10.88629 -2.77944 0.027 -0.950 -0.683
H -12.21603 -10.22553 -4.35899 -0.245 1.194 0.343
H -11.28735 -11.40521 -3.84076 -0.090 -1.031 0.751
H -10.95090 -9.98900 -3.02586 -0.573 0.696 0.015
C -11.20781 -9.21754 2.56852 -0.424 -0.470 0.359
C -11.31678 -10.46087 3.45997 1.604 1.767 -1.942
O -10.33082 -11.15756 3.35985 1.257 -2.443 0.591
N -12.34499 -10.67400 4.23960 -0.464 -2.019 2.708
C -12.32721 -11.79161 5.29095 -0.724 0.367 -1.489
H -10.79940 -8.43003 3.20186 -0.854 0.543 -0.022
H -12.13944 -9.07334 2.02137 0.061 0.888 0.226
H -10.39606 -9.37594 1.85854 -0.300 -0.406 -0.061
H -13.04940 -9.96712 4.39527 -0.180 0.334 -0.162
H -12.87239 -11.52188 6.19545 0.304 0.592 -0.048
H -11.35214 -12.22634 5.51086 0.146 0.690 -0.167
H -12.92119 -12.61272 4.88964 -0.045 -0.204 -0.191
C -18.25001 -9.71617 -1.43992 -1.075 1.189 -1.438
C -17.90190 -8.34881 -0.87219 -1.416 -1.582 0.569
O -16.74489 -8.11029 -0.73508 1.680 1.671 0.776
N -19.01615 -7.58546 -0.60020 0.412 0.985 0.193
C -19.11304 -6.21716 -0.02945 0.734 0.126 -0.152
H -18.05570 -10.63828 -0.89214 0.245 0.489 0.128
H -17.71275 -9.61937 -2.38336 0.319 -0.914 -0.049
H -19.28810 -9.64635 -1.76486 -0.261 -0.753 0.141
H -19.84463 -8.00660 -0.99564 -0.056 0.486 0.461
H -18.20537 -5.61496 0.01029 0.767 -0.822 -0.621
H -19.35122 -6.18587 1.03375 -0.769 -0.480 -0.087
H -19.74141 -5.55437 -0.62440 -0.546 -0.463 0.122
C -17.03205 -6.27980 3.85362 1.030 1.315 1.601
C -17.05000 -6.06853 5.40375 3.748 -6.704 -1.895
O -16.36131 -6.83604 6.13363 -0.062 1.200 -0.891
N -17.94632 -5.34487 5.89194 -4.011 2.089 -0.312
C -18.42094 -5.36058 7.21679 0.162 2.246 2.335
H -16.61700 -7.25501 3.59908 -0.404 -0.021 0.214
H -16.25127 -5.56688 3.58862 -0.103 0.149 -0.828
H -17.99247 -6.03165 3.40183 0.150 -0.114 -0.155
H -18.59520 -4.92319 5.24291 0.207 0.108 0.044
H -18.10594 -4.35314 7.48869 -0.787 0.387 1.096
H -17.95483 -5.93905 8.01442 0.364 -0.755 -0.996
H -19.50493 -5.44148 7.29760 0.074 -0.101 -0.282
C -19.64846 -14.60453 2.06266 -0.395 0.938 -0.525
C -19.15712 -15.69992 1.18286 -0.332 0.952 -3.129
O -19.35739 -15.68122 -0.05795 -0.052 -0.274 1.767
N -18.46447 -16.61898 1.80607 0.544 -0.599 0.471
C -17.96436 -17.82467 1.16995 0.042 0.095 0.798
H -20.73395 -14.69992 2.08939 -0.049 -0.195 0.639
H -19.52749 -13.66329 1.52644 0.326 0.059 0.027
H -19.14412 -14.55040 3.02744 -0.431 -0.098 0.094
H -18.20100 -16.33457 2.73869 0.334 -0.856 -0.013
H -18.78775 -18.53871 1.18650 0.196 -0.257 -0.487
H -17.15658 -18.22453 1.78290 -0.056 0.024 0.072
H -17.55623 -17.65437 0.17369 -0.388 0.153 0.004
O -20.32636 -15.84193 5.46661 -2.660 1.806 -0.596
C -21.36532 -15.15134 5.47922 3.205 -1.683 1.328
O -22.50255 -15.66853 5.94519 -0.701 0.087 0.338
C -23.54560 -14.65396 6.06928 1.858 0.971 -0.129
C -22.73836 -13.25676 6.02574 -0.833 -1.402 -0.718
C -21.48201 -13.66751 5.23716 -0.466 -0.325 -0.271
H -24.07675 -14.75865 7.01533 0.048 -0.363 -0.221
H -24.16712 -14.84167 5.19374 -0.361 0.510 0.216
H -22.49942 -12.85075 7.00868 -0.132 -0.219 -0.039
H -23.39103 -12.57171 5.48460 0.364 0.320 0.123
H -20.52205 -13.20409 5.46480 -0.378 0.182 0.134
H -21.66925 -13.57047 4.16776 0.092 0.229 -0.166
O -16.94007 -14.98766 8.61591 -0.869 -0.035 -1.012
C -17.44665 -14.42478 7.66698 0.848 1.365 4.369
O -18.18826 -13.25772 7.93338 0.080 -2.273 1.891
C -18.23769 -12.43180 6.85521 1.190 2.080 -2.012
C -17.75630 -13.28230 5.70066 0.213 -1.364 -2.737
C -17.24911 -14.61462 6.26760 -0.486 -0.378 -1.154
H -17.56362 -11.58049 6.95013 0.740 -0.167 0.376
H -19.14879 -11.84441 6.74129 -0.845 -1.035 -0.103
H -16.95513 -12.93335 5.04915 0.000 0.973 0.508
H -18.51215 -13.55259 4.96328 -0.464 0.227 0.182
H -16.22892 -14.92783 6.04574 -0.017 0.482 0.160
H -17.83710 -15.48658 5.98118 -0.305 0.130 -0.218
O -8.07916 -14.50319 0.59868 3.322 -4.502 1.304
C -8.88111 -13.69747 0.41153 -1.171 0.437 0.455
O -8.52375 -12.62868 -0.23486 0.595 1.382 -2.069
C -9.58649 -11.72984 -0.17924 -1.568 1.154 1.532
C -10.84264 -12.64267 -0.04289 -1.028 2.579 -0.307
C -10.31590 -13.71777 0.79631 -0.051 -1.840 -0.240
H -9.57161 -10.96140 -0.95214 0.013 -0.429 -0.138
H -9.41880 -11.27583 0.79741 -0.554 0.834 -0.029
H -11.22729 -12.87311 -1.03639 0.081 -0.562 0.063
H -11.65806 -12.20464 0.53271 0.046 0.740 -0.426
H -10.71299 -14.69590 0.52487 0.098 -0.174 0.052
H -10.47835 -13.61513 1.86924 0.254 0.459 -0.021
O -14.90564 -10.49391 8.87222 0.201 -1.775 0.255
C -14.66149 -11.43142 9.60842 0.767 1.285 -2.108
O -14.35787 -12.70393 9.18102 -0.735 0.629 -1.353
C -14.17223 -13.59190 10.25293 0.816 0.245 1.406
C -13.84897 -12.63737 11.42490 -0.260 -0.901 1.265
C -14.45821 -11.31044 11.04805 -0.915 -0.411 1.243
H -13.38904 -14.34011 10.13087 0.483 0.517 -0.785
H -15.02058 -14.24559 10.45564 -0.667 0.623 -0.212
H -12.80391 -12.49318 11.69902 0.094 -0.491 -0.338
H -14.38020 -13.10286 12.25509 0.361 0.375 0.530
H -13.94800 -10.38420 11.31238 0.217 -0.272 -0.178
H -15.44731 -11.24540 11.50143 -0.209 0.205 -0.003
O -16.55405 -16.15114 3.75526 -0.299 -0.242 -0.609
C -15.44591 -16.03707 3.32071 2.290 0.464 1.520
O -15.03003 -16.14356 2.06416 -1.633 -0.273 -1.422
C -13.65635 -15.90189 1.85408 1.851 -0.383 0.352
C -13.12443 -15.20585 3.14927 -1.466 -1.024 -1.034
C -14.20957 -15.73816 4.16597 1.105 1.508 0.246
H -13.44573 -15.42610 0.89629 -0.762 0.918 0.228
H -13.11802 -16.82680 1.64709 -0.315 -0.659 0.636
H -13.23412 -14.14069 2.94555 0.057 0.127 0.614
H -12.07410 -15.44542 3.31515 -0.241 -0.025 0.285
H -14.40793 -14.95668 4.89948 -0.365 0.124 -0.130
H -13.92452 -16.56270 4.81941 0.135 -0.412 -0.534
```
Forces are in eV/Å.

Mulliken population analysis, charges in e, atoms 1 to 99:
1. Ti 0.84
2. C -0.51
3. C 0.62
4. O -0.56
5. O 0.04
6. H 0.09
7. H -0.07
8. H -0.14
9. C -0.90
10. C -0.27
11. O -0.88
12. H 0.40
13. H 0.19
14. H 0.08
15. H 0.31
16. H 0.07
17. C -0.69
18. C 0.91
19. O -0.72
20. N 0.33
21. C -1.00
22. H -0.10
23. H 0.12
24. H 0.46
25. H -0.18
26. H 0.20
27. H 0.24
28. H 0.42
29. C -0.34
30. C 0.68
31. O -0.80
32. N 0.68
33. C -1.10
34. H -0.22
35. H 0.41
36. H 0.10
37. H -0.41
38. H 0.33
39. H 0.43
40. H 0.20
41. C -0.10
42. C 0.39
43. O -0.56
44. N -0.17
45. C -0.98
46. H 0.32
47. H 0.33
48. H -0.41
49. H 0.28
50. H 0.37
51. H 0.32
52. H 0.30
53. C -0.27
54. C 0.46
55. O -0.78
56. N 1.08
57. C -0.82
58. H 0.31
59. H -0.29
60. H 0.22
61. H -0.52
62. H 0.10
63. H 0.45
64. H 0.03
65. C -1.06
66. C 0.76
67. O -0.60
68. N -0.20
69. C -0.91
70. H 0.25
71. H 0.26
72. H 0.40
73. H 0.18
74. H 0.34
75. H 0.22
76. H 0.37
77. C -0.43
78. C 0.29
79. O -0.36
80. N -0.08
81. C -1.08
82. H -0.42
83. H 0.38
84. H 0.38
85. H 0.27
86. H 0.42
87. H 0.30
88. H 0.34
89. C 0.13
90. C 0.56
91. O -0.77
92. N 0.08
93. C -1.09
94. H 0.18
95. H 0.31
96. H -0.52
97. H 0.20
98. H 0.37
99. H 0.33